ORCA calculation (ωB97M-V/def2-TZVPD) on a structure of composition C29H44AlN6O.

Last column: Löwdin charge in e.
Geometry (Å):
C (-4.423, 1.550, -0.780)  -0.09
C (-3.031, 1.853, -0.139)  -0.32
O (-3.035, 1.254, 1.129)  -0.26
C (-2.108, 0.141, 1.210)  -0.31
Al (-2.269, -1.303, -0.232)  0.26
C (-1.355, -0.852, -2.000)  -0.37
C (0.011, -0.115, -1.868)  -0.22
H (-4.708, 0.500, -0.667)  0.03
H (-5.146, 2.134, -0.185)  0.06
H (-4.492, 1.927, -1.810)  0.06
H (-2.988, 2.952, -0.016)  0.10
H (-2.186, 1.569, -0.779)  0.08
H (-2.333, -0.354, 2.174)  0.04
H (-1.053, 0.488, 1.320)  0.05
H (-3.813, -1.760, -0.411)  -0.10
H (-1.510, -2.614, 0.362)  -0.11
H (-1.150, -1.797, -2.542)  0.02
H (-2.010, -0.252, -2.662)  0.03
H (-0.045, 0.847, -1.338)  0.05
H (0.351, 0.144, -2.891)  0.05
H (0.812, -0.737, -1.452)  0.02
N (2.122, -0.038, 4.123)  -0.01
C (1.238, 1.002, 4.246)  -0.14
C (-0.011, 0.471, 4.436)  -0.11
C (0.124, -0.941, 4.435)  -0.10
C (1.451, -1.226, 4.244)  -0.15
H (3.106, 0.055, 3.970)  0.11
H (1.573, 2.023, 4.182)  0.10
H (-0.921, 1.034, 4.559)  0.09
H (-0.663, -1.666, 4.559)  0.09
H (1.973, -2.165, 4.180)  0.10
N (3.324, -3.134, -0.484)  0.01
C (2.728, -2.293, 0.415)  -0.13
C (3.618, -2.070, 1.433)  -0.11
C (4.798, -2.800, 1.134)  -0.12
C (4.587, -3.445, -0.057)  -0.15
H (2.899, -3.470, -1.327)  0.15
H (1.726, -1.929, 0.255)  0.11
H (3.440, -1.450, 2.294)  0.05
H (5.700, -2.847, 1.725)  0.08
H (5.222, -4.096, -0.633)  0.10
N (-4.924, 5.796, -3.976)  -0.01
C (-4.552, 5.098, -2.858)  -0.14
C (-3.195, 4.935, -2.894)  -0.10
C (-2.723, 5.564, -4.075)  -0.11
C (-3.814, 6.090, -4.721)  -0.15
H (-5.863, 6.051, -4.211)  0.14
H (-5.284, 4.776, -2.137)  0.11
H (-2.605, 4.421, -2.153)  0.09
H (-1.702, 5.623, -4.413)  0.09
H (-3.895, 6.642, -5.643)  0.10
N (3.957, 1.414, -3.862)  0.00
C (3.593, 0.151, -3.476)  -0.14
C (3.684, 0.086, -2.111)  -0.10
C (4.115, 1.357, -1.655)  -0.10
C (4.273, 2.157, -2.758)  -0.15
H (3.985, 1.743, -4.807)  0.14
H (3.301, -0.587, -4.204)  0.10
H (3.464, -0.778, -1.506)  0.06
H (4.288, 1.653, -0.633)  0.09
H (4.581, 3.185, -2.851)  0.10
N (-6.753, -3.063, -3.504)  -0.01
C (-7.116, -4.325, -3.120)  -0.16
C (-7.023, -4.388, -1.752)  -0.12
C (-6.593, -3.115, -1.297)  -0.12
C (-6.437, -2.318, -2.400)  -0.14
H (-6.723, -2.733, -4.449)  0.13
H (-7.404, -5.066, -3.848)  0.09
H (-7.239, -5.253, -1.147)  0.08
H (-6.415, -2.817, -0.278)  0.09
H (-6.128, -1.291, -2.494)  0.10
N (6.002, -0.821, 4.521)  0.01
C (6.347, 0.338, 5.163)  -0.14
C (7.000, -0.001, 6.320)  -0.12
C (7.055, -1.417, 6.375)  -0.12
C (6.433, -1.895, 5.250)  -0.14
H (5.508, -0.875, 3.649)  0.12
H (6.097, 1.298, 4.744)  0.10
H (7.395, 0.691, 7.045)  0.09
H (7.500, -2.018, 7.150)  0.09
H (6.259, -2.901, 4.908)  0.11

Calculated values
2S+1: 1
charge: -1
strongest force on any atom: 1.52 eV/A
DFT total energy: -48369.853 eV
molar mass: 519.69 g/mol